No. 1
A structure of composition C54H50AsF15GeN7S2Y. Source: the Open Molecules 2025 dataset; level of theory: the ωB97M-V functional and the def2-TZVPD basis.

## Properties
LUMO = 0.0055 Ha
frontier orbital gap = 7.3 eV

Geometry as ORCA input:
```
! RIJCOSX wB97M-V def2-TZVPD def2/J DEFGRID3
* xyz 0 1
Y -1.122 -0.635 0.241
C -0.653 0.972 -3.650
C -1.093 1.666 -2.346
C -2.559 1.511 -1.938
N -2.801 0.333 -1.114
C -4.040 -0.052 -0.935
C -5.162 0.704 -1.394
C -6.443 0.313 -1.695
C -7.031 -0.949 -1.609
C -6.477 -2.037 -0.970
C -5.298 -2.137 -0.238
C -4.235 -1.237 -0.059
N -3.275 -1.394 0.855
C -3.445 -2.398 1.896
C -2.765 -3.738 1.613
C -1.243 -3.707 1.726
N -0.666 -2.852 0.709
C 0.574 -3.118 0.280
C 1.471 -3.880 1.041
C 2.746 -4.363 0.769
C 3.461 -4.336 -0.406
C 3.025 -3.778 -1.607
C 1.907 -3.034 -1.898
C 0.843 -2.568 -1.084
N -0.074 -1.726 -1.512
C -0.251 -1.454 -2.934
C 0.368 -0.156 -3.478
H -0.229 1.725 -4.320
H -1.532 0.570 -4.167
H -0.905 2.737 -2.434
H -0.439 1.336 -1.532
H -3.186 1.479 -2.838
H -2.860 2.407 -1.377
H -4.941 1.743 -1.600
H -7.073 1.098 -2.100
H -8.017 -1.069 -2.037
H -7.074 -2.943 -0.982
H -5.164 -3.092 0.255
H -4.509 -2.555 2.104
H -3.013 -1.979 2.812
H -3.039 -4.083 0.612
H -3.145 -4.477 2.325
H -0.866 -4.730 1.605
H -0.969 -3.395 2.743
H 1.120 -4.104 2.042
H 3.229 -4.859 1.605
H 4.432 -4.816 -0.410
H 3.692 -3.921 -2.449
H 1.870 -2.682 -2.919
H -1.330 -1.414 -3.092
H 0.102 -2.309 -3.517
H 0.815 -0.366 -4.454
H 1.183 0.168 -2.824
C -1.568 -2.259 5.293
C -0.196 -1.865 4.759
As -0.195 -0.482 3.340
C 1.695 0.010 3.559
C 2.655 -1.123 3.221
C -1.005 1.013 4.348
C -0.607 1.164 5.811
H -1.472 -2.911 6.163
H -2.155 -2.798 4.549
H -2.149 -1.386 5.599
H 0.328 -2.738 4.365
H 0.424 -1.463 5.563
H 1.824 0.315 4.601
H 1.875 0.872 2.922
H 2.544 -1.963 3.910
H 3.688 -0.776 3.291
H 2.501 -1.488 2.206
H -2.087 0.921 4.249
H -0.719 1.907 3.789
H -0.897 0.301 6.411
H -1.101 2.038 6.241
H 0.466 1.311 5.932
S -4.717 -4.570 -3.784
C -5.093 -3.220 -4.765
C -4.421 -2.128 -4.316
N -3.629 -2.335 -3.218
C -3.688 -3.571 -2.841
H -5.772 -3.296 -5.597
H -4.483 -1.139 -4.745
H -3.136 -3.965 -1.998
F 1.268 3.743 -1.343
C 1.906 3.420 -2.484
C 2.892 2.452 -2.455
C 3.577 2.254 -3.642
F 4.608 1.406 -3.704
C 3.250 2.925 -4.811
F 3.921 2.692 -5.937
C 2.225 3.855 -4.804
F 1.904 4.504 -5.914
C 1.551 4.118 -3.624
F 0.580 5.030 -3.595
Ge 3.234 1.586 -0.690
S 1.656 0.464 0.183
C 4.783 0.375 -0.871
C 4.759 -0.607 -1.844
F 3.737 -0.645 -2.712
C 5.765 -1.545 -1.987
F 5.733 -2.448 -2.968
C 6.827 -1.536 -1.099
F 7.794 -2.436 -1.211
C 6.875 -0.584 -0.096
F 7.893 -0.575 0.763
C 5.858 0.352 -0.002
F 5.946 1.243 0.996
C 3.870 3.202 0.287
C 4.976 3.862 -0.219
F 5.611 3.352 -1.287
C 5.478 5.030 0.324
F 6.549 5.625 -0.194
C 4.847 5.579 1.428
F 5.305 6.700 1.966
C 3.734 4.954 1.962
F 3.122 5.484 3.020
C 3.264 3.783 1.386
F 2.174 3.238 1.942
N -3.714 1.191 2.161
C -2.835 2.166 1.789
C -3.157 3.514 2.025
C -2.239 4.489 1.722
C -1.006 4.115 1.194
C -0.772 2.776 0.985
N -1.654 1.797 1.258
H -4.670 1.476 2.294
H -3.588 0.269 1.746
H -4.120 3.758 2.453
H -2.472 5.531 1.902
H -0.244 4.839 0.947
H 0.175 2.436 0.591
*
```


No. 2
The molecule C15H18ClN3O2. Source: the Open Molecules 2025 dataset; level of theory: the ωB97M-V functional and the def2-TZVPD basis.

## Properties
LUMO = 0.0222 Ha
frontier orbital gap = 9.3 eV

Geometry as ORCA input:
```
! RIJCOSX wB97M-V def2-TZVPD def2/J DEFGRID3
* xyz 0 1
C 5.197 -1.045 2.538
C 4.631 -0.815 1.139
N 3.217 -0.565 1.180
C 2.592 0.589 1.489
C 1.237 0.331 1.486
C 0.113 1.279 1.734
N -0.778 1.332 0.592
C -2.073 0.966 0.675
O -2.638 0.750 1.731
C -2.814 0.908 -0.629
C -4.156 1.257 -0.588
C -4.934 1.206 -1.731
Cl -6.598 1.664 -1.663
C -4.384 0.783 -2.928
C -3.053 0.409 -2.976
C -2.252 0.468 -1.840
O -0.936 0.103 -1.829
C -0.383 -0.518 -2.967
C 1.141 -1.040 1.154
C -0.096 -1.847 0.994
N 2.346 -1.552 0.977
H 6.262 -1.255 2.480
H 5.047 -0.165 3.160
H 4.697 -1.889 3.006
H 5.129 0.036 0.664
H 4.778 -1.707 0.525
H 3.135 1.491 1.689
H -0.496 0.957 2.584
H 0.508 2.281 1.940
H -0.347 1.398 -0.316
H -4.575 1.561 0.359
H -4.990 0.738 -3.819
H -2.646 0.072 -3.916
H -0.327 0.172 -3.815
H 0.624 -0.812 -2.674
H -0.950 -1.408 -3.254
H -0.596 -1.587 0.061
H -0.788 -1.645 1.810
H 0.156 -2.903 0.977
*
```


No. 3
A cluster of 2 separate species, C5H14Cl2N2Si in total in a non-equilibrium geometry. Source: the Open Molecules 2025 dataset; level of theory: the ωB97M-V functional and the def2-TZVPD basis.

## Properties
LUMO (spin up / spin down) = -0.0235 / -0.0175 Ha
frontier orbital gap (spin up / spin down) = 8.3 / 7.0 eV

Geometry as ORCA input:
```
! RIJCOSX wB97M-V def2-TZVPD def2/J DEFGRID3
* xyz 0 1
C -1.631 1.236 -0.635
C -2.008 -2.597 -0.072
C 2.920 2.457 0.964
C -1.103 -0.021 -1.306
C -1.053 -1.520 0.539
N 1.704 1.786 1.323
N -0.309 -0.930 -0.528
Si 1.396 -0.515 -0.308
Cl 2.175 -2.048 0.734
Cl 2.150 -0.464 -2.126
H -0.688 1.559 -0.264
H -2.049 1.916 -1.351
H -2.119 0.943 0.220
H -2.546 -3.051 0.846
H -2.738 -2.017 -0.585
H -1.458 -3.248 -0.744
H 2.995 3.525 1.191
H 3.770 1.922 1.473
H 3.141 2.558 -0.144
H -2.027 -0.466 -1.746
H -0.448 0.273 -2.148
H -1.645 -0.891 1.245
H -0.328 -1.895 1.185
H 1.900 1.487 2.236
*
```


Calculated E (eV), listed in the same order as above: -248071.99181, -36935.15458, -41314.09797